{"formula": "C44H38Cl3N7O4PS2Y", "method": "the ωB97M-V functional and the def2-TZVPD basis", "fmax_ha_per_bohr": 0.0090, "charge": -2, "e_tot_ev": -134440.703, "multiplicity": 1, "orbital_gap_ha": 0.211, "relative_energy_kcal_mol": 0.00, "homo_energy_ev": -1.79, "species": ["Y", "N", "C", "S", "N", "N", "C", "C", "C", "C", "C", "C", "C", "O", "H", "H", "H", "H", "H", "H", "H", "O", "C", "C", "C", "C", "C", "C", "C", "N", "N", "C", "O", "C", "C", "C", "C", "C", "C", "H", "H", "H", "H", "H", "H", "H", "H", "H", "H", "Cl", "C", "Cl", "Cl", "C", "N", "N", "P", "C", "C", "C", "C", "C", "C", "C", "C", "C", "C", "C", "C", "C", "C", "C", "C", "C", "C", "H", "H", "H", "H", "H", "H", "H", "H", "H", "H", "H", "H", "H", "H", "H", "C", "S", "C", "O", "H", "H", "H", "H", "H", "H"], "xyz": [[-0.322141, -0.312241, 0.067175], [-4.627592, -1.271969, 1.666801], [-3.406622, -1.422244, 0.995835], [-3.251176, -0.692218, -0.548936], [-2.577740, -2.192800, 1.646609], [-1.272311, -2.250402, 1.144451], [-0.653942, -3.308724, 1.528157], [0.757948, -3.635695, 1.411640], [1.178729, -4.759951, 2.130220], [2.501228, -5.152847, 2.201547], [3.448261, -4.377887, 1.520084], [3.075816, -3.278062, 0.787466], [1.714040, -2.860267, 0.674208], [1.393392, -1.867380, -0.049448], [-5.118087, -0.446007, 1.364919], [-4.528880, -1.356162, 2.667997], [-1.260533, -4.031799, 2.078851], [0.421149, -5.323400, 2.668405], [2.796824, -6.021666, 2.776088], [4.499755, -4.646266, 1.572340], [3.807344, -2.675472, 0.260457], [-1.412637, 1.476675, 1.031904], [-1.768939, 2.663218, 0.730650], [-2.159586, 3.582252, 1.748560], [-2.520934, 4.878751, 1.467443], [-2.546323, 5.358543, 0.153426], [-2.200958, 4.480029, -0.858630], [-1.798718, 3.164420, -0.612176], [-1.529553, 2.340558, -1.782455], [-0.976975, 1.188155, -1.806343], [-1.030278, 0.600067, -3.082120], [-0.832482, -0.693268, -3.009134], [-0.512716, -1.389310, -2.000603], [-1.076441, -1.437117, -4.297631], [-0.890981, -2.814940, -4.312392], [-1.089071, -3.539225, -5.480236], [-1.471616, -2.892615, -6.646997], [-1.660175, -1.515007, -6.636633], [-1.467476, -0.792541, -5.469045], [-2.145880, 3.217018, 2.769532], [-2.795612, 5.537998, 2.286379], [-2.842258, 6.376052, -0.069454], [-2.231876, 4.811558, -1.892996], [-1.871865, 2.740434, -2.739783], [-0.591462, -3.293586, -3.389201], [-0.943719, -4.613479, -5.478257], [-1.626153, -3.457483, -7.559563], [-1.964970, -1.002830, -7.542554], [-1.614834, 0.278767, -5.436932], [4.166901, -1.285409, -3.428065], [3.151605, 0.160827, -3.618235], [2.010984, -0.064527, -4.940182], [4.176680, 1.578097, -3.901205], [2.404808, 0.363799, -2.380261], [1.833635, 0.520956, -1.403163], [1.137194, 0.394255, 1.738865], [0.938526, 0.372749, 3.247256], [2.544603, 0.227950, 4.156065], [3.665742, -0.014857, 3.374130], [4.919373, -0.146928, 3.960033], [5.059306, -0.032336, 5.335322], [3.941176, 0.212037, 6.125684], [2.693166, 0.340537, 5.535676], [0.285576, 1.899977, 4.070878], [-0.473575, 1.976563, 5.235027], [-0.830697, 3.207775, 5.775585], [-0.417159, 4.385037, 5.171759], [0.355955, 4.321847, 4.019249], [0.692673, 3.092025, 3.480293], [-0.017721, -0.963977, 4.060018], [-1.405191, -0.901982, 4.148496], [-2.124423, -1.923589, 4.751709], [-1.465631, -3.036599, 5.249380], [-0.085247, -3.134115, 5.120763], [0.630073, -2.107162, 4.527407], [3.515331, -0.112753, 2.303074], [5.784898, -0.347368, 3.339188], [6.035667, -0.136880, 5.795061], [4.044286, 0.300319, 7.201357], [1.823761, 0.529086, 6.157292], [-0.793836, 1.073401, 5.738396], [-1.436968, 3.241367, 6.673849], [-0.701477, 5.344165, 5.588426], [0.673603, 5.233904, 3.526768], [1.259823, 3.028724, 2.561424], [-1.934717, -0.065852, 3.703284], [-3.205192, -1.865863, 4.793281], [-2.028785, -3.841434, 5.707755], [0.435517, -4.020338, 5.463997], [1.703364, -2.209000, 4.411924], [3.054373, 2.949743, 0.458896], [1.617463, 3.412792, -0.525516], [1.233869, 4.975961, 0.258223], [2.152191, 3.774670, -1.883382], [3.913868, 3.331062, -0.095255], [3.059446, 1.865353, 0.554437], [3.018238, 3.386164, 1.455710], [0.847082, 4.797924, 1.261098], [0.441846, 5.428330, -0.335493], [2.124342, 5.608158, 0.271832]], "atomic_forces_ev_per_a": [[0.29, 0.30, -0.13], [-0.09, 0.03, -0.17], [-0.11, -0.35, 0.03], [0.06, -0.01, 0.30], [0.17, 0.21, -0.10], [-0.25, -0.29, 0.24], [0.04, 0.05, 0.00], [-0.08, 0.02, 0.01], [0.02, -0.03, 0.03], [-0.03, 0.04, -0.02], [0.10, -0.03, 0.01], [-0.07, 0.06, -0.07], [-0.09, -0.09, 0.08], [-0.16, -0.08, 0.04], [0.00, 0.03, 0.02], [0.00, -0.01, 0.00], [0.04, 0.00, 0.06], [0.01, 0.00, 0.00], [0.00, 0.00, 0.00], [-0.01, -0.01, 0.00], [0.02, -0.02, 0.00], [-0.02, -0.02, -0.07], [0.07, 0.04, -0.02], [-0.02, -0.02, 0.00], [-0.02, 0.06, 0.07], [0.03, -0.06, -0.06], [-0.01, 0.06, 0.04], [-0.01, -0.03, -0.10], [0.10, 0.02, 0.09], [-0.23, 0.00, -0.23], [0.01, 0.06, 0.21], [-0.25, -0.10, -0.22], [0.29, 0.27, -0.10], [0.21, 0.01, 0.01], [0.00, -0.01, -0.01], [0.00, -0.01, 0.01], [0.00, 0.00, -0.02], [-0.01, 0.00, -0.01], [0.01, 0.03, 0.01], [0.00, 0.00, -0.01], [0.00, 0.00, 0.00], [0.00, 0.00, 0.01], [0.00, 0.01, 0.00], [0.00, 0.01, 0.00], [0.00, 0.01, 0.01], [0.00, 0.00, 0.00], [0.00, 0.00, 0.00], [0.00, -0.01, 0.00], [0.00, 0.00, 0.00], [0.00, -0.03, -0.01], [-0.07, -0.03, 0.08], [0.03, -0.01, -0.04], [0.00, 0.03, -0.02], [0.07, 0.10, 0.00], [-0.09, -0.07, -0.06], [-0.24, -0.07, 0.08], [0.29, -0.12, -0.06], [0.00, 0.07, 0.03], [0.04, -0.05, -0.03], [0.00, 0.01, -0.02], [0.01, -0.01, 0.02], [0.03, 0.00, 0.00], [-0.03, 0.04, 0.02], [0.07, 0.06, 0.11], [0.01, -0.03, 0.08], [-0.02, -0.03, 0.01], [0.04, 0.01, -0.05], [-0.02, 0.03, 0.05], [-0.04, 0.04, -0.09], [-0.05, 0.02, 0.05], [-0.06, 0.05, -0.04], [0.03, 0.01, -0.02], [0.00, 0.00, 0.02], [-0.04, -0.03, 0.00], [0.08, -0.02, 0.04], [-0.02, 0.00, 0.00], [0.01, 0.00, 0.01], [0.00, 0.00, 0.00], [0.01, 0.00, 0.00], [0.00, 0.00, -0.02], [-0.02, -0.05, -0.04], [0.00, 0.00, 0.00], [0.00, 0.00, 0.00], [-0.01, 0.01, 0.02], [-0.01, -0.06, -0.03], [0.03, 0.05, 0.04], [0.01, -0.02, 0.01], [0.00, 0.00, 0.00], [0.00, 0.00, 0.00], [-0.02, 0.03, 0.01], [0.13, 0.10, 0.06], [-0.26, -0.17, -0.35], [0.09, 0.14, 0.10], [0.05, -0.03, 0.18], [0.02, -0.04, 0.04], [-0.02, -0.02, -0.04], [-0.02, 0.01, 0.00], [0.00, -0.04, -0.01], [0.00, -0.01, -0.03], [-0.03, 0.01, 0.00]]}